(1)
{
  "formula": "C24H36FN6SSiTl",
  "method": "ωB97M-V/def2-TZVPD",
  "orbital_gap_ev": [5.46, 6.33],
  "spin_multiplicity": 1,
  "de_lowest_ev": 0.050,
  "species": ["Tl", "C", "C", "N", "N", "C", "S", "N", "N", "H", "H", "H", "H", "H", "H", "C", "Si", "C", "C", "N", "C", "C", "C", "C", "C", "C", "F", "H", "H", "H", "H", "H", "H", "H", "H", "H", "H", "H", "H", "H", "C", "C", "C", "C", "C", "C", "C", "C", "C", "C", "C", "C", "N", "H", "H", "H", "H", "H", "H", "H", "H", "H", "H", "H", "H", "H", "H", "H", "H", "H"],
  "xyz": [[-0.8381, -1.1119, -1.0886], [-5.7505, -1.9189, 1.9765], [-5.6086, -1.0783, 0.7636], [-6.5733, -0.6727, 0.0029], [-5.9426, 0.0563, -0.9713], [-4.6034, 0.0911, -0.8640], [-3.4762, 0.8757, -1.8093], [-4.3961, -0.6475, 0.2741], [-3.1253, -0.8903, 0.7845], [-6.8058, -2.1260, 2.1316], [-5.3540, -1.4086, 2.8552], [-5.2223, -2.8672, 1.8626], [-6.4689, 0.4801, -1.7145], [-3.1110, -1.7463, 1.3229], [-2.8028, -0.1074, 1.3458], [-0.2684, -3.8255, 3.0140], [0.5596, -2.9265, 1.5855], [0.3301, -4.0267, 0.0804], [2.4061, -2.8446, 1.9041], [-0.1531, -1.4069, 1.2468], [-0.1031, -0.3330, 2.0948], [0.4314, -0.3491, 3.4065], [0.4587, 0.7669, 4.2288], [-0.0447, 1.9871, 3.8009], [-0.5749, 2.0606, 2.5179], [-0.5880, 0.9366, 1.7287], [-1.1155, 1.0745, 0.4652], [0.1304, -4.8382, 3.1247], [-1.3444, -3.9077, 2.8328], [-0.1336, -3.3101, 3.9672], [0.7162, -5.0286, 0.2884], [0.8738, -3.6472, -0.7899], [-0.7233, -4.1330, -0.1961], [2.8331, -3.8469, 2.0013], [2.6512, -2.2872, 2.8107], [2.9012, -2.3450, 1.0669], [0.8363, -1.2823, 3.7759], [0.8846, 0.6807, 5.2213], [-0.0236, 2.8591, 4.4397], [-0.9725, 2.9855, 2.1192], [4.4085, -0.3222, -0.8659], [3.9402, 1.0185, -0.2837], [3.0995, 0.7888, 0.9756], [3.2531, 1.8323, -1.3556], [3.8990, 2.8741, -1.9690], [3.3050, 3.6107, -3.0017], [1.9984, 3.3279, -3.4240], [1.2705, 2.3178, -2.8580], [-0.1370, 1.9610, -3.2711], [-0.9304, 3.1396, -3.8255], [-0.1202, 0.8006, -4.2747], [1.9053, 1.5037, -1.8244], [1.2825, 0.4979, -1.3341], [4.9826, -0.8765, -0.1212], [5.0359, -0.1756, -1.7466], [3.5485, -0.9302, -1.1545], [4.8229, 1.5950, 0.0051], [2.2167, 0.1857, 0.7642], [2.7631, 1.7315, 1.4120], [3.6924, 0.2577, 1.7225], [4.8997, 3.1284, -1.6395], [3.8570, 4.4145, -3.4703], [1.5540, 3.9283, -4.2073], [-0.6513, 1.6125, -2.3689], [-0.5770, 3.4328, -4.8168], [-0.8719, 4.0072, -3.1666], [-1.9804, 2.8581, -3.9188], [0.2842, 1.1392, -5.2319], [-1.1332, 0.4280, -4.4376], [0.4935, -0.0281, -3.9199]]
}

(2)
{
  "formula": "C3H4KMgO3",
  "method": "ωB97M-V/def2-TZVPD",
  "s2": 0.751,
  "orbital_gap_ev": [4.78, 4.18],
  "spin_multiplicity": 2,
  "de_lowest_ev": 0.000,
  "species": ["O", "C", "C", "O", "O", "C", "H", "H", "H", "K", "Mg", "H"],
  "xyz": [[-0.0800, -1.1177, -0.6651], [-0.2132, -0.1055, -1.4996], [-0.1572, -0.9139, 0.7477], [0.0087, -0.2988, -2.7163], [-0.4660, 1.0722, -1.0798], [0.9426, -0.4164, 1.4342], [-0.9556, -1.5197, 1.1799], [1.9497, -0.5586, 1.0295], [0.7899, -0.2747, 2.5103], [-0.0100, 2.2707, 0.9026], [-0.3620, 1.7314, -3.1315], [-1.4469, 0.1310, 1.2880]]
}

(3)
{
  "formula": "C4H5NO",
  "method": "ωB97M-V/def2-TZVPD",
  "smiles": "O=C1CC=CN1",
  "orbital_gap_ev": 9.73,
  "spin_multiplicity": 1,
  "de_lowest_ev": 0.057,
  "species": ["O", "C", "C", "C", "C", "N", "H", "H", "H", "H", "H"],
  "xyz": [[-1.3780, 1.9730, 0.0995], [-0.6456, 1.0109, 0.0901], [-1.0200, -0.4481, -0.2005], [0.2964, -1.1711, -0.1004], [1.2424, -0.2819, 0.2022], [0.7331, 1.0240, 0.3377], [-1.4844, -0.5001, -1.1949], [-1.7712, -0.7909, 0.5198], [0.4500, -2.2336, -0.2414], [2.2998, -0.4208, 0.3856], [1.2773, 1.8387, 0.1023]]
}

(4)
{
  "formula": "C3H7NO2S",
  "method": "ωB97M-V/def2-TZVPD",
  "smiles": "O=C(O)NCCS",
  "orbital_gap_ev": 10.11,
  "spin_multiplicity": 1,
  "de_lowest_ev": 0.370,
  "species": ["O", "C", "O", "N", "C", "C", "S", "H", "H", "H", "H", "H", "H", "H"],
  "xyz": [[-0.7850, 2.4889, 0.6896], [-1.2226, 1.5696, 0.0403], [-2.3284, 1.6557, -0.7362], [-0.7168, 0.2884, 0.0135], [0.6866, 0.1871, 0.2878], [1.2146, -1.2518, 0.3728], [0.6043, -2.2108, -1.0132], [-2.5563, 2.5934, -0.8212], [-1.0832, -0.2568, -0.7456], [1.3617, 0.6164, -0.4520], [0.9606, 0.7636, 1.1617], [2.3087, -1.2517, 0.4170], [1.0879, -1.7267, 1.3576], [0.4679, -3.4653, -0.5721]]
}

(5)
{
  "formula": "C5H15N3",
  "method": "ωB97M-V/def2-TZVPD",
  "smiles": "NCCCCNCN",
  "orbital_gap_ev": 9.36,
  "spin_multiplicity": 1,
  "de_lowest_ev": 1.822,
  "species": ["N", "C", "C", "C", "C", "N", "C", "N", "H", "H", "H", "H", "H", "H", "H", "H", "H", "H", "H", "H", "H", "H", "H"],
  "xyz": [[0.1106, -0.6092, 2.3636], [-1.1302, 0.1750, 2.1219], [-1.5455, -0.0081, 0.6735], [-1.1388, 1.1181, -0.2536], [0.3153, 1.3205, -0.7666], [0.6356, 0.4841, -1.9371], [1.5372, -0.6446, -1.7530], [1.2473, -1.6535, -0.7592], [-0.1025, -1.5143, 2.7573], [0.8344, -0.2206, 2.9560], [-1.8975, 0.0420, 2.9096], [-0.7987, 1.2057, 2.3828], [-2.6102, -0.2711, 0.6292], [-1.1082, -0.9299, 0.2869], [-1.8823, 1.1130, -1.0971], [-1.3250, 2.1102, 0.2056], [0.5344, 2.4055, -1.0566], [1.0888, 1.2589, 0.0346], [-0.2113, 0.3576, -2.4614], [1.6907, -0.9554, -2.7898], [2.5068, -0.2491, -1.4176], [0.7577, -1.2119, 0.0260], [0.4013, -2.1515, -1.1097]]
}

(6)
{
  "formula": "C3H5F",
  "method": "ωB97M-V/def2-TZVPD",
  "smiles": "C/C=C\\F",
  "orbital_gap_ev": 10.00,
  "spin_multiplicity": 1,
  "de_lowest_ev": 1.517,
  "species": ["C", "C", "C", "F", "H", "H", "H", "H", "H"],
  "xyz": [[-1.1488, -0.4918, -0.0341], [-0.0229, 0.4990, 0.1566], [1.4009, 0.4538, -0.1738], [2.2103, -0.7076, 0.0604], [-0.6478, -1.5184, -0.2477], [-2.0032, -0.2235, -0.8034], [-1.7174, -0.7220, 0.8400], [-0.1891, 1.4938, 0.2496], [2.1181, 1.2167, -0.0475]]
}

The evaluated E for the records listed, in turn: -2224.64960, -1142.35424, -285.41250, -721.94906, -363.72015, -217.08244 Eh.